(1)
Molecular formula: C41H99N6O16V2
Method: DFT, ωB97M-V/def2-TZVPD

Structure (XYZ):
```
164
Properties=species:S:1:pos:R:3:forces:R:3:mulliken_charge:R:1
O 4.084 0.897 -0.508 -0.2 -0.3 0.8 -0.1468
V 3.916 1.290 -1.981 -0.4 0.6 1.4 0.8583
O 4.220 2.864 -1.940 -0.8 -1.5 -1.0 -0.6753
O 1.323 1.277 -6.192 0.8 -0.7 1.1 -0.3827
V 1.578 0.833 -4.680 -3.8 -0.8 -0.6 0.7044
O 1.533 -0.761 -4.715 0.8 1.2 0.2 -0.6892
C 1.071 0.414 0.056 -0.9 -0.8 -0.3 -0.4509
C 0.648 1.045 -1.261 0.0 1.5 1.4 0.8234
O 1.588 0.959 -2.291 3.0 0.1 -2.0 1.1596
H 1.169 -0.674 -0.012 0.2 0.1 -0.1 -0.0254
H 0.229 0.584 0.738 0.3 0.1 0.2 0.0902
H 1.986 0.839 0.446 0.0 0.1 0.1 0.1105
H 0.496 2.103 -0.952 0.1 -0.1 -0.5 -0.7270
H -0.377 0.752 -1.531 0.4 -0.6 -0.4 -0.2251
C -3.355 5.017 -1.636 -0.7 0.4 -0.2 -0.7586
O -2.006 4.642 -1.798 0.1 -0.1 -0.2 -0.3637
C -1.261 4.611 -0.616 1.5 0.6 0.7 1.9346
C -0.836 6.002 -0.151 -0.7 0.9 1.2 -1.0438
N 0.076 5.969 1.013 0.0 -1.1 -0.8 -0.2931
C 1.260 5.178 0.731 0.5 0.0 1.3 -0.9470
C 2.174 5.733 -0.372 0.3 -1.8 1.5 0.2006
O 2.302 7.121 -0.219 0.0 -0.5 -0.6 -0.3756
C 3.511 7.606 -0.761 0.4 0.2 -0.2 -0.7321
H -3.560 5.580 -0.721 0.2 -0.3 0.2 0.3788
H -3.995 4.132 -1.689 0.0 0.0 0.2 0.1399
H -3.661 5.703 -2.431 0.2 -0.2 -0.2 0.3143
H -0.318 4.088 -0.816 -0.4 -0.3 -0.3 -1.5835
H -1.727 4.124 0.251 -0.3 -0.2 -0.4 -0.0258
H -1.726 6.468 0.297 0.0 0.3 -0.7 0.4556
H -0.450 6.633 -0.963 -0.1 -0.3 -0.1 0.3647
H 0.443 6.898 1.181 -0.4 0.2 0.1 0.3798
H 1.074 4.102 0.628 -0.4 0.2 -0.7 0.0572
H 1.819 5.115 1.676 0.2 0.6 -0.1 0.5019
H 1.850 5.307 -1.332 0.0 1.0 -0.3 -0.5383
H 3.107 5.204 -0.104 0.2 0.4 -0.6 0.5124
H 4.392 7.121 -0.321 -0.2 0.0 0.3 0.3006
H 3.537 8.673 -0.560 0.1 0.0 0.0 0.3015
H 3.613 7.442 -1.844 -0.4 0.0 0.0 0.2558
C 7.103 2.593 -2.645 0.6 0.9 -1.8 -0.8622
O 6.588 1.528 -1.936 -1.5 -0.6 0.4 -0.2215
C 7.256 0.331 -2.208 1.9 0.1 0.0 -0.6628
C 6.524 -0.787 -1.565 -0.3 -0.6 0.0 -0.7575
N 5.227 -0.994 -2.241 -0.2 0.8 0.1 -0.1225
C 4.565 -2.138 -1.597 -0.7 0.2 0.7 -0.5308
C 3.230 -2.442 -2.227 -0.6 -0.3 -0.2 0.2875
O 3.322 -3.744 -2.737 1.8 0.7 -0.1 -0.4798
C 2.238 -4.209 -3.413 -2.1 -1.9 -0.7 -0.5187
H 7.064 2.378 -3.725 0.0 0.0 0.0 0.3572
H 8.158 2.781 -2.438 0.0 0.0 0.4 0.3693
H 6.508 3.488 -2.513 -0.1 0.0 0.5 0.1975
H 8.286 0.419 -1.826 -0.2 -0.2 0.3 0.4743
H 7.452 0.195 -3.286 -0.6 -0.1 0.0 0.3897
H 6.337 -0.594 -0.505 -0.1 0.3 -0.1 0.3036
H 7.091 -1.726 -1.557 0.2 0.2 -0.3 0.4755
H 5.384 -1.195 -3.230 0.1 -0.3 0.2 0.2930
H 4.411 -1.909 -0.539 0.2 0.4 -0.1 0.0223
H 5.185 -3.041 -1.588 0.0 0.1 -0.4 0.5611
H 2.994 -1.712 -3.019 0.1 -0.2 0.0 -0.1811
H 2.382 -2.387 -1.527 0.2 0.1 0.1 0.1335
H 1.651 -4.825 -2.723 -0.5 0.3 0.1 0.1560
H 2.485 -4.938 -4.191 0.7 0.2 0.0 0.2913
H 1.580 -3.496 -3.919 0.3 0.5 0.3 0.1919
C 3.755 0.597 3.115 0.7 1.7 1.6 -0.6332
O 3.838 -0.785 3.233 -0.2 0.1 -1.0 -0.4569
C 2.850 -1.468 2.488 0.3 -1.6 1.2 0.2390
C 2.863 -2.903 3.044 -0.7 0.1 -0.4 -0.3241
N 2.494 -2.910 4.464 0.8 -0.2 -0.5 -0.1805
C 1.205 -3.414 4.855 -0.7 -0.2 -0.1 0.2837
C 1.203 -3.771 6.338 0.9 0.1 -0.5 -0.6571
O 0.077 -4.513 6.703 0.2 0.3 0.0 -0.3118
C -1.052 -3.759 6.990 -1.5 -0.4 1.2 -0.7436
H 2.909 1.080 3.634 -0.6 -0.7 -0.5 0.3082
H 3.867 1.064 2.129 0.0 -0.6 -0.2 0.0804
H 4.542 0.980 3.776 0.4 0.0 -0.5 0.3499
H 3.044 -1.534 1.410 0.0 0.6 0.0 -0.2841
H 1.872 -1.056 2.758 -0.1 0.2 -0.6 0.3510
H 3.824 -3.398 2.852 0.1 0.4 0.3 0.3636
H 2.165 -3.472 2.413 -0.2 0.0 0.4 -0.2092
H 2.622 -1.974 4.823 0.2 0.0 0.1 0.2787
H 0.956 -4.356 4.359 0.2 0.1 -0.4 -0.3138
H 0.402 -2.699 4.609 -0.1 -0.2 0.1 0.2534
H 1.389 -2.849 6.907 -0.4 -0.2 0.4 0.3604
H 2.051 -4.437 6.498 0.1 0.1 0.0 0.3060
H -1.043 -3.259 7.972 0.7 0.3 -0.2 0.3259
H -1.842 -4.499 7.165 -0.1 0.2 -0.5 0.2708
H -1.374 -3.039 6.235 0.2 -0.1 -0.2 0.2902
C -8.009 2.759 -0.335 -1.2 -0.4 -0.1 -0.7400
O -7.185 2.440 0.751 -0.2 0.5 0.0 -0.3234
C -6.680 1.124 0.783 -0.7 -0.4 0.8 -0.9751
C -5.209 1.157 0.454 1.1 0.0 0.1 1.5330
N -4.386 1.212 1.655 0.2 0.0 0.5 -0.4725
C -2.988 1.507 1.382 -0.6 -1.0 -0.7 0.2511
C -2.194 1.774 2.638 0.2 -0.5 -1.4 -0.2520
O -2.600 2.966 3.210 -0.5 0.4 -0.2 -0.4001
C -1.607 3.790 3.716 1.8 0.5 0.0 -0.6739
H -8.857 2.051 -0.403 0.4 -0.1 -0.1 0.3332
H -7.519 2.782 -1.317 0.2 0.1 0.2 0.2487
H -8.519 3.703 -0.139 0.5 0.2 0.0 0.2873
H -7.321 0.416 0.243 0.3 0.3 -0.7 0.4521
H -6.841 0.782 1.813 0.4 0.1 0.0 0.3728
H -5.051 2.049 -0.187 0.0 -0.1 0.0 -0.3489
H -4.779 0.307 -0.094 -0.7 0.0 0.0 -0.6062
H -4.718 1.843 2.379 -0.3 0.1 -0.4 0.3103
H -2.930 2.286 0.599 0.4 0.3 0.4 -0.2822
H -2.524 0.615 0.919 -0.2 0.1 0.0 0.0254
H -1.157 1.792 2.274 0.2 0.3 0.5 0.0797
H -2.309 0.917 3.304 0.0 0.0 0.2 0.4764
H -1.660 3.797 4.800 0.0 0.5 0.2 0.3444
H -1.547 4.775 3.239 -1.0 0.2 0.4 0.2834
H -0.571 3.502 3.450 -0.3 -0.8 0.2 0.1635
C 2.377 4.257 -4.069 0.5 0.1 -0.2 -0.2596
O 1.538 3.169 -4.499 -0.1 0.8 0.3 -0.3446
C 0.195 3.436 -4.071 -0.2 -0.2 1.7 0.3163
C -0.846 2.540 -4.688 -0.1 -1.4 -0.2 -0.8211
N -0.585 1.059 -4.433 -0.2 0.4 1.1 0.9692
C -1.503 0.120 -5.155 -0.4 0.6 -0.4 -0.5646
C -2.956 0.306 -4.726 -0.6 0.3 -0.1 -0.8542
O -3.013 0.107 -3.341 0.9 1.0 0.8 -0.1380
C -4.265 -0.183 -2.788 -0.6 -1.9 -0.2 -0.6208
H 2.178 5.156 -4.661 -0.2 -0.2 -0.1 0.3697
H 3.421 3.981 -4.215 -0.1 -0.1 -0.1 0.3602
H 2.252 4.506 -3.013 -0.2 -0.3 -0.1 -0.0390
H -0.100 4.487 -4.146 0.2 0.0 -0.7 0.6997
H 0.191 3.303 -2.974 -0.1 -0.2 -0.2 -0.6082
H -0.912 2.650 -5.770 -0.2 0.3 0.1 0.2669
H -1.779 2.677 -4.138 -0.1 0.9 -0.5 0.5767
H -1.042 0.932 -3.511 1.4 0.0 0.2 -0.4372
H -1.236 -0.885 -4.824 0.4 0.0 -0.6 0.2115
H -1.433 0.343 -6.222 0.3 -0.6 0.0 0.3589
H -3.635 -0.424 -5.185 0.4 0.0 -0.4 0.5450
H -3.346 1.302 -4.995 0.1 -0.1 0.0 0.3507
H -4.626 -1.083 -3.317 -0.4 0.4 0.0 0.3984
H -5.057 0.569 -2.758 0.4 0.5 -0.4 0.3153
H -4.127 -0.552 -1.778 0.4 0.3 0.2 -0.0896
C 0.221 -5.647 1.439 -0.4 0.7 -1.0 -1.6852
C -1.142 -6.247 1.849 1.5 -0.4 0.9 1.9802
C -1.552 -5.811 3.269 0.7 0.0 -1.1 -1.8597
C -1.993 -4.364 3.362 -0.9 -0.4 0.3 0.4883
C -3.270 -4.349 2.547 0.1 -0.1 -0.8 -1.7296
C -3.025 -4.750 1.076 0.1 -0.5 -0.2 2.1933
N -2.207 -5.962 0.920 -0.8 -0.5 1.1 0.2039
O -1.888 -6.221 -0.413 0.4 0.1 -0.2 -0.4395
C -4.412 -5.061 0.523 -0.7 0.9 -0.6 -2.0081
C -2.384 -3.563 0.341 -0.2 0.0 -0.4 -1.8624
C -0.883 -7.756 1.993 0.0 -0.5 -1.0 -2.0829
H 0.152 -4.575 1.206 0.1 0.0 0.4 -0.0078
H 0.524 -6.082 0.478 0.2 -0.2 0.3 0.5693
H 1.004 -5.818 2.172 0.0 0.0 0.1 0.5387
H -2.385 -6.482 3.486 0.0 0.2 0.6 0.5647
H -0.691 -6.066 3.886 -0.2 0.1 0.3 0.4819
H -1.279 -3.633 2.986 0.2 -0.1 0.2 0.0362
H -2.233 -4.188 4.412 0.2 0.5 0.0 -0.1465
H -3.811 -3.405 2.435 0.2 0.1 0.6 0.5788
H -3.956 -5.074 2.987 -0.1 0.0 0.0 0.4429
H -5.082 -5.621 1.177 0.6 -0.4 0.2 0.3970
H -4.952 -4.106 0.433 0.1 -0.1 -0.4 0.3754
H -4.394 -5.559 -0.445 0.1 0.1 0.0 0.3732
H -3.121 -2.764 0.405 0.4 0.5 0.0 0.3732
H -1.403 -3.281 0.725 -0.3 0.2 0.5 0.1493
H -2.185 -3.743 -0.721 -0.4 -0.2 0.0 0.4846
H -0.011 -8.026 2.594 -0.1 0.5 0.3 0.3839
H -0.638 -8.177 1.011 -0.4 -0.1 0.0 0.4224
H -1.750 -8.255 2.425 -0.1 -0.1 -0.2 0.4468
H -1.151 -5.628 -0.655 -0.2 -0.1 0.0 0.3151
```
Forces are in eV/Å.

Total charge: +1
HOMO-LUMO gap, hartree: 0.1759
M, g/mol: 1034.2
Highest occupied orbital energy, eV: -9.75
Maximum force, Eh/bohr: 0.0759

(2)
Molecular formula: C2H7N4O2
Method: DFT, ωB97M-V/def2-TZVPD

Structure (XYZ):
```
15
Properties=species:S:1:pos:R:3:forces:R:3:nbo_charge:R:1
C -0.441 0.656 -0.151 -0.9 -1.1 -0.2 0.1047
C 2.201 -0.295 0.191 1.8 2.8 -0.3 0.7967
N -0.990 1.842 -0.183 2.8 1.1 -1.1 -0.7484
N 2.718 0.738 0.159 0.9 0.8 0.3 -0.5156
N -1.355 -0.280 0.233 1.3 -0.1 -1.0 0.0669
N 1.754 -1.464 0.141 -3.2 0.2 1.1 -0.8086
O -1.110 -1.603 -0.079 1.7 -2.2 -0.7 -0.5807
O -2.688 -0.085 0.174 -0.8 0.8 -0.4 -0.5315
H -2.966 -0.260 1.068 -0.7 -0.1 0.6 0.4899
H -0.562 2.625 -0.665 0.7 -0.4 0.5 0.4059
H -0.927 -1.917 -1.046 -1.0 2.0 1.7 0.4931
H 3.308 1.584 0.317 -1.1 -1.4 -0.1 0.5038
H -1.911 2.039 -0.047 -3.4 0.0 0.7 0.3914
H 2.283 -2.138 -0.321 0.8 -1.6 -0.8 0.4510
H 0.685 -1.445 0.207 0.9 -0.9 -0.2 0.4813
```
Forces are in eV/Å.

Total charge: +1
HOMO-LUMO gap, hartree: 0.3778
M, g/mol: 119.1
Highest occupied orbital energy, eV: -13.49
Maximum force, Eh/bohr: 0.0676

(3)
Molecular formula: C4H11IN
Method: DFT, ωB97M-V/def2-TZVPD

Structure (XYZ):
```
17
Properties=species:S:1:pos:R:3:forces:R:3:nbo_charge:R:1
C 1.385 -0.437 -0.973 -0.2 0.7 -0.1 -0.5984
C 0.086 -1.226 1.025 1.1 -0.1 0.8 -0.6206
C 0.005 -0.713 -0.402 0.8 0.6 0.4 -0.3032
C -0.925 0.500 -0.538 0.4 2.5 -1.7 -0.1924
N -0.534 1.631 0.524 1.0 -1.1 -1.5 -0.7391
I -2.942 -0.030 -0.356 -0.4 0.1 0.3 0.2557
H 1.632 -1.014 -1.865 -0.1 0.3 0.1 0.2537
H 2.158 -0.515 -0.246 0.7 -0.6 0.6 0.2278
H 1.379 0.617 -1.153 0.5 0.8 -1.1 0.1790
H -0.782 -1.754 1.297 -1.2 -0.6 0.5 0.2384
H 0.220 -0.417 1.758 0.0 -0.1 -0.1 0.1747
H 0.951 -1.888 1.299 -0.7 0.5 -0.9 0.2626
H -0.457 -1.380 -1.078 -0.6 -1.2 -0.3 0.2500
H -0.831 1.082 -1.552 0.0 -1.5 1.8 0.2615
H 0.415 2.038 0.254 -1.1 -1.1 1.0 0.4546
H -1.129 2.430 0.636 -1.0 0.4 -0.5 0.4460
H -0.633 1.078 1.370 0.9 0.4 0.7 0.4495
```
Forces are in eV/Å.

SMILES: CC(C)[C@H]([NH3+])I
Total charge: +1
HOMO-LUMO gap, hartree: 0.3786
M, g/mol: 200.0
Highest occupied orbital energy, eV: -13.95
Maximum force, Eh/bohr: 0.0601

(4)
Molecular formula: C10H19N3S
Method: DFT, ωB97M-V/def2-TZVPD

Structure (XYZ):
```
33
Properties=species:S:1:pos:R:3:forces:R:3:nbo_charge:R:1
C -0.200 -2.304 -1.551 -1.5 -0.4 0.6 0.0438
C 0.381 0.348 0.999 0.8 -2.0 -1.6 0.1295
C 1.028 -1.062 -0.009 -0.3 2.2 2.1 -0.0464
C -0.047 -2.195 -0.045 1.6 -1.0 -0.5 -0.1291
C 0.498 -3.619 0.440 0.4 2.7 0.1 -0.5918
C -1.345 -1.957 0.659 0.8 -2.8 1.5 -0.5989
C -2.086 2.446 1.159 1.0 1.7 1.5 -0.6267
C -0.244 3.763 -0.132 -1.9 -0.5 -2.1 -0.6156
C 2.342 0.031 -1.797 2.5 -1.7 -2.5 -0.4083
C -0.555 2.669 0.860 -1.7 -1.4 -2.4 -0.0333
N 0.510 -1.538 -2.251 0.6 0.9 -0.5 -0.2131
N 1.192 -0.675 -1.396 -1.5 -0.3 0.7 -0.3427
N -0.036 1.357 0.238 1.4 0.4 -0.9 -0.6374
S 0.289 0.237 2.631 0.2 -0.2 0.0 -0.1896
H -1.003 -2.922 -1.982 0.7 0.1 -0.1 0.2017
H 2.013 -1.295 0.521 -1.3 0.1 -0.6 0.2177
H 0.983 -3.403 1.428 -0.5 -0.9 -0.8 0.2279
H 1.144 -4.026 -0.309 1.1 0.0 -0.1 0.2110
H -0.322 -4.286 0.405 -1.0 -0.7 0.8 0.2099
H -1.999 -2.730 0.313 -0.6 -0.8 -0.2 0.2035
H -1.826 -1.113 0.381 -1.2 3.2 -0.5 0.2128
H -1.282 -2.114 1.759 0.1 0.5 -0.8 0.2354
H -2.680 2.490 0.285 -0.3 -1.0 -1.3 0.2112
H -2.196 1.571 1.811 -0.2 0.1 -0.5 0.2377
H -2.579 3.324 1.670 1.1 -0.7 0.2 0.2124
H -0.730 3.687 -1.190 0.6 -0.3 1.9 0.2040
H 0.786 3.801 -0.303 1.8 0.0 -0.3 0.2104
H -0.513 4.719 0.233 -0.5 1.0 0.6 0.2219
H 2.345 0.514 -2.822 -0.8 -0.5 1.1 0.2235
H 2.499 0.796 -1.077 0.7 0.6 0.7 0.2039
H 3.247 -0.713 -1.914 -1.1 1.5 0.7 0.1744
H -0.022 2.900 1.742 0.6 -0.3 1.1 0.2189
H 0.413 1.299 -0.760 -1.6 0.4 2.2 0.4216
```
Forces are in eV/Å.

SMILES: CC(C)NC(=S)[C@@H]1N(C)N=CC1(C)C
HOMO-LUMO gap, hartree: 0.3118
M, g/mol: 213.3
Highest occupied orbital energy, eV: -7.74
Maximum force, Eh/bohr: 0.0763

(5)
Molecular formula: C4H5IO
Method: DFT, ωB97M-V/def2-TZVPD

Structure (XYZ):
```
11
Properties=species:S:1:pos:R:3:forces:R:3:nbo_charge:R:1
C 1.566 -1.397 -0.162 0.5 1.7 0.2 0.3693
C -0.959 0.716 -0.628 -0.5 0.3 -0.2 -0.4612
C -0.593 0.429 0.794 -0.6 -1.4 3.8 -0.4680
C 0.283 1.114 -0.067 -1.3 -1.1 0.2 -0.1017
O 2.395 -1.704 0.563 0.4 -0.4 0.4 -0.4871
I 0.174 -2.532 -1.312 -0.9 -1.3 -0.8 0.0569
H -0.929 -0.030 -1.391 -0.4 -0.4 -0.4 0.2320
H -1.747 1.440 -0.620 -0.5 0.4 -0.8 0.2264
H -1.109 1.032 1.630 0.5 -0.9 -1.4 0.2166
H -0.266 -0.581 1.200 -0.8 1.1 -0.7 0.2144
H 1.185 1.513 -0.008 3.5 1.9 -0.4 0.2023
```
Forces are in eV/Å.

HOMO-LUMO gap (spin up / spin down), hartree: 0.2454 / 0.3116
M, g/mol: 196.0
Highest occupied orbital energy (spin up / spin down), eV: -7.95 / -8.33
Maximum force, Eh/bohr: 0.0799

(6)
Molecular formula: C7H20N2
Method: DFT, ωB97M-V/def2-TZVPD

Structure (XYZ):
```
29
Properties=species:S:1:pos:R:3:forces:R:3:nbo_charge:R:1
C -1.586 -0.632 -1.000 0.3 -1.1 -0.5 0.3509
C -0.097 0.823 1.223 1.5 -1.0 -0.9 -0.5278
C -1.464 0.620 -1.814 -0.1 -0.1 -0.1 -0.6664
C -0.803 -1.741 -1.258 -1.7 0.4 -0.4 -0.7033
C 0.958 1.890 1.499 -0.1 0.0 0.0 -0.6096
C -0.249 -0.124 2.406 0.0 0.0 0.0 -0.6096
N -2.603 -0.659 -0.095 0.1 0.2 0.1 -0.7823
H -1.052 1.336 1.057 0.1 -0.2 -0.4 0.1583
H -2.642 -1.454 0.524 0.0 0.0 0.0 0.3885
H -2.860 0.215 0.337 0.0 0.0 0.0 0.3893
H -0.396 -1.834 -2.257 0.3 0.1 0.0 0.2287
H -1.680 1.510 -1.227 0.1 0.0 0.1 0.2252
H -2.182 0.578 -2.638 0.0 0.0 0.1 0.2324
H -0.470 0.707 -2.244 0.0 0.0 0.0 0.2299
H -1.069 -2.679 -0.783 0.1 0.0 0.1 0.2129
H 0.640 -1.353 -0.699 2.9 1.4 1.1 0.4063
H 1.948 1.424 1.503 0.1 0.1 0.1 0.1927
H -1.037 -0.862 2.231 0.0 0.0 0.0 0.1813
H 0.812 2.408 2.454 0.1 0.0 0.0 0.1855
H 0.958 2.648 0.714 0.0 0.0 0.0 0.1956
H -0.488 0.386 3.347 0.1 0.0 0.0 0.1896
H 0.684 -0.677 2.549 0.0 0.0 0.1 0.1937
C 2.422 -0.206 -1.328 -0.1 -0.2 -0.1 -0.4096
N 1.632 -0.806 -0.264 -1.3 -1.9 -1.2 -0.8919
H 2.172 -1.486 0.259 -0.1 0.0 0.0 0.3664
H 0.574 0.055 0.334 -2.1 2.3 2.0 0.3241
H 2.598 -0.889 -2.169 0.0 0.1 0.0 0.1695
H 3.392 0.134 -0.958 -0.1 0.0 0.0 0.1961
H 1.887 0.668 -1.703 0.0 0.1 -0.1 0.1834
```
Forces are in eV/Å.

HOMO-LUMO gap, hartree: 0.3068
M, g/mol: 132.3
Highest occupied orbital energy, eV: -7.38
Maximum force, Eh/bohr: 0.0720